1.
60
Properties=species:S:1:pos:R:3:lowdin_charge:R:1 method="wB97M-V/def2-TZVPD" orbital_gap_ev=8.1513 total_charge=-1 total_energy_ha=-6801.2620 e_homo_ev=-6.123 fmax_ev_per_a=3.4
Sr 0.303 0.115 2.151 1.38
F -2.931 -2.282 5.370 0.17
C -3.196 -2.251 4.076 -0.67
F -3.427 -3.487 3.646 0.15
F -4.273 -1.508 3.861 0.15
S -1.736 -1.551 3.147 0.57
O -0.667 -1.354 4.095 -0.34
O -1.441 -2.410 2.035 -0.26
N -2.229 -0.077 2.528 -0.39
S -2.118 1.190 3.614 0.62
O -2.605 0.877 4.912 -0.24
O -0.847 1.881 3.458 -0.40
C -3.330 2.366 2.856 -0.69
F -3.304 3.482 3.577 0.16
F -4.551 1.855 2.884 0.16
F -2.991 2.651 1.607 0.15
N 2.017 0.391 5.936 0.00
C 3.144 0.172 5.010 -0.21
C 2.777 -1.023 4.107 -0.71
O 2.776 -2.136 4.622 0.01
O 2.410 -0.722 2.916 -0.27
H 2.351 0.646 6.855 0.05
H 1.538 -0.496 6.053 0.06
H 4.078 -0.058 5.532 0.10
H 3.297 1.062 4.396 0.09
F 1.731 -2.084 0.059 0.07
C 0.858 -2.396 -0.903 -0.23
C 0.467 -1.453 -1.836 -0.13
C -0.459 -1.881 -2.773 -0.24
F -0.862 -1.036 -3.739 0.09
C -0.986 -3.156 -2.795 -0.14
F -1.877 -3.517 -3.724 0.12
C -0.570 -4.071 -1.841 -0.13
F -1.062 -5.308 -1.845 0.13
C 0.359 -3.692 -0.890 -0.14
F 0.763 -4.567 0.027 0.13
Ge 1.076 0.452 -1.834 0.59
S 2.018 1.155 -0.071 0.14
C 2.243 0.697 -3.432 -0.12
C 2.868 1.924 -3.614 -0.25
F 2.551 2.955 -2.829 0.08
C 3.799 2.155 -4.610 -0.14
F 4.366 3.356 -4.755 0.12
C 4.142 1.126 -5.471 -0.14
F 5.036 1.329 -6.437 0.13
C 3.540 -0.111 -5.327 -0.14
F 3.859 -1.108 -6.158 0.11
C 2.609 -0.301 -4.319 -0.21
F 2.068 -1.526 -4.237 0.10
C -0.651 1.399 -2.210 -0.12
C -1.744 1.044 -1.437 -0.22
F -1.615 0.057 -0.516 0.05
C -2.987 1.640 -1.541 -0.15
F -4.015 1.235 -0.796 0.12
C -3.154 2.673 -2.449 -0.13
F -4.337 3.272 -2.573 0.13
C -2.085 3.074 -3.230 -0.14
F -2.247 4.058 -4.119 0.12
C -0.863 2.433 -3.101 -0.21
F 0.116 2.840 -3.918 0.10

=====

2.
114
Properties=species:S:1:pos:R:3:lowdin_charge:R:1 method="wB97M-V/def2-TZVPD" orbital_gap_ev=7.6537 total_charge=+1 total_energy_ha=-4136.7560 e_homo_ev=-11.341 fmax_ev_per_a=7.9
C -0.642 8.567 -3.851 -0.19
C 0.194 7.861 -5.092 -0.45
S -0.273 6.009 -5.035 0.75
C 0.331 5.503 -3.293 -0.38
C 0.057 3.924 -2.949 -0.06
N -1.192 3.073 -3.103 0.10
C -0.879 1.688 -2.578 0.07
C 0.710 1.732 -2.067 -0.03
C 1.613 0.538 -1.361 -0.12
C 0.796 -0.897 -1.209 -0.09
C 1.069 -1.624 0.235 -0.26
N 1.570 -3.066 0.387 0.07
O 0.865 -0.950 1.398 -0.08
N 1.198 3.136 -2.346 0.01
C 2.627 3.493 -2.004 -0.09
O 2.856 3.418 -0.549 0.00
C 3.422 4.665 -0.011 -0.23
F 4.770 5.010 -0.588 0.04
F 3.676 4.434 1.460 0.04
F 2.519 5.842 -0.080 0.03
H -1.136 9.582 -4.169 0.09
H -1.479 7.786 -3.515 0.05
H 0.042 8.709 -2.885 0.08
H 1.339 7.886 -4.762 0.09
H 0.000 8.348 -6.139 0.10
H -0.247 6.152 -2.478 0.10
H 1.454 5.833 -3.255 0.09
H -2.122 3.371 -3.471 0.15
H -1.595 0.763 -2.518 0.12
H 1.840 0.911 -0.257 0.13
H 2.668 0.410 -1.895 0.14
H -0.377 -0.776 -1.337 0.12
H 1.243 -1.602 -2.053 0.14
H 0.679 -3.639 0.377 0.09
H 2.025 -3.213 1.315 0.09
H 3.312 2.719 -2.603 0.19
H 2.973 4.556 -2.353 0.15
C 0.276 -2.087 4.590 0.05
N -0.870 -3.025 4.447 -0.40
O -1.923 -2.725 5.022 0.05
O -0.681 -4.037 3.761 0.05
H -0.031 -1.247 5.216 0.10
H 1.095 -2.637 5.057 0.11
H 0.547 -1.744 3.589 0.07
C 0.458 -6.699 -0.757 0.01
N 0.932 -5.777 -1.824 -0.42
O 0.333 -4.702 -1.950 0.01
O 1.891 -6.158 -2.505 0.06
H -0.386 -6.237 -0.240 0.09
H 0.154 -7.631 -1.237 0.10
H 1.290 -6.860 -0.068 0.09
C -4.905 1.664 -0.015 0.05
N -4.387 1.944 -1.382 -0.42
O -3.993 3.093 -1.613 0.03
O -4.390 1.002 -2.183 0.05
H -4.842 2.577 0.580 0.10
H -5.942 1.339 -0.116 0.11
H -4.283 0.878 0.418 0.11
C -1.336 -9.643 2.703 0.03
N -0.855 -8.851 1.538 -0.39
O -1.576 -8.827 0.534 0.06
O 0.232 -8.277 1.665 0.02
H -2.299 -10.091 2.452 0.10
H -0.592 -10.417 2.905 0.05
H -1.437 -8.959 3.547 0.11
C -3.616 -5.020 5.093 0.01
N -4.762 -5.958 4.950 -0.43
O -5.815 -5.657 5.525 0.06
O -4.573 -6.970 4.264 0.04
H -3.924 -4.180 5.718 0.09
H -2.797 -5.570 5.560 0.10
H -3.345 -4.677 4.092 0.08
C 0.489 7.414 2.071 0.05
N -0.452 8.151 1.185 -0.42
O -0.162 8.219 -0.015 0.03
O -1.454 8.640 1.719 0.06
H 1.320 7.039 1.471 0.07
H 0.845 8.114 2.829 0.11
H -0.064 6.587 2.523 0.11
C 3.328 -10.671 1.968 0.04
N 2.415 -11.516 2.783 -0.41
O 1.218 -11.519 2.473 0.04
O 2.925 -12.153 3.712 0.06
H 2.747 -10.170 1.191 0.09
H 3.786 -9.940 2.638 0.10
H 4.078 -11.329 1.525 0.10
C 5.340 7.206 1.327 0.02
N 6.124 8.469 1.277 -0.42
O 7.271 8.405 0.820 0.07
O 5.566 9.489 1.699 0.05
H 5.951 6.394 0.927 0.09
H 5.085 7.017 2.372 0.11
H 4.444 7.350 0.720 0.08
C 1.134 3.756 -8.241 0.04
N 2.052 3.848 -7.074 -0.43
O 2.163 4.951 -6.527 -0.01
O 2.634 2.809 -6.739 0.04
H 0.693 4.739 -8.422 0.10
H 1.726 3.435 -9.101 0.11
H 0.361 3.026 -7.996 0.10
C -1.195 -12.981 5.737 0.05
N -2.135 -12.244 4.851 -0.40
O -1.846 -12.175 3.651 0.03
O -3.137 -11.754 5.385 0.06
H -0.363 -13.355 5.137 0.10
H -0.838 -12.280 6.495 0.10
H -1.747 -13.807 6.189 0.10
C -4.493 8.858 -1.579 0.04
N -3.975 9.138 -2.945 -0.42
O -3.581 10.287 -3.177 0.06
O -3.979 8.196 -3.747 0.03
H -4.431 9.771 -0.983 0.10
H -5.530 8.533 -1.680 0.10
H -3.871 8.072 -1.145 0.10

=====

3.
77
Properties=species:S:1:pos:R:3:lowdin_charge:R:1 method="wB97M-V/def2-TZVPD" orbital_gap_ev="6.6276 / 7.5377" total_energy_ha=-3393.3104 e_homo_ev="-6.351 / -7.369" multiplicity=5 fmax_ev_per_a=4.3
P -0.015 -1.522 -2.337 0.96
P 0.989 1.492 -1.356 0.75
C 0.379 -0.119 -3.567 -0.40
C 1.464 0.762 -2.986 -0.40
H -0.568 0.406 -3.764 0.06
H 0.730 -0.564 -4.510 0.08
H 2.379 0.170 -2.792 0.08
H 1.706 1.570 -3.692 0.08
C -0.599 2.310 -1.708 -0.21
H -0.965 2.813 -0.797 0.03
H -1.350 1.564 -2.015 0.03
H -0.399 3.036 -2.517 0.07
C 2.251 2.840 -1.389 -0.21
H 2.673 2.707 -2.403 0.04
H 3.075 2.770 -0.645 0.04
H 1.774 3.819 -1.313 0.05
C -0.440 -2.540 -3.869 -0.26
H -0.860 -3.511 -3.600 0.04
H 0.481 -2.726 -4.437 0.04
H -1.131 -2.010 -4.532 0.04
C 1.631 -2.382 -2.383 -0.26
H 2.216 -2.151 -1.494 0.00
H 2.167 -2.064 -3.283 0.05
H 1.484 -3.465 -2.457 0.05
Fe 1.623 0.822 0.397 0.19
C -2.804 -1.117 -0.916 -0.14
C -2.412 -1.291 -2.239 -0.29
C -3.249 -2.377 -2.879 -0.19
C -3.180 -3.655 -1.975 -0.19
C -1.844 -4.064 -1.502 -0.11
C -0.782 -3.339 -1.004 -0.26
C -0.851 -2.435 0.211 -0.23
C -2.116 -1.554 0.298 -0.21
C 2.924 -0.556 0.240 -0.24
H -3.683 -0.481 -0.735 0.12
H -2.253 -0.420 -2.893 0.08
H -3.015 -2.607 -3.928 0.09
H -4.303 -2.035 -2.865 0.12
H -3.883 -3.467 -1.151 0.11
H -3.586 -4.519 -2.537 0.11
H -1.740 -5.160 -1.535 0.11
H 0.165 -3.899 -1.075 0.09
H 0.056 -1.819 0.271 0.06
H -0.801 -3.064 1.115 0.10
H -2.794 -2.177 0.915 0.12
H -1.888 -0.648 0.901 0.09
H 3.707 -0.360 0.991 0.01
H 3.360 -0.581 -0.768 -0.02
H 2.364 -1.473 0.483 0.00
C 2.809 2.605 1.854 -0.18
Si 0.964 2.903 2.162 0.42
C 0.855 3.522 3.965 -0.19
C 0.169 4.407 1.338 -0.18
C 0.184 1.228 1.679 -0.45
Si -0.164 0.355 3.319 0.41
C -1.588 1.317 4.102 -0.18
C -0.799 -1.413 3.339 -0.20
C 1.401 0.208 4.355 -0.17
H 3.241 2.556 2.868 0.05
H 3.219 3.508 1.377 0.04
H 3.110 1.688 1.291 -0.01
H 1.255 4.550 3.964 0.04
H -0.175 3.580 4.342 0.02
H 1.455 2.943 4.677 0.01
H 0.009 4.327 0.256 0.00
H -0.806 4.604 1.813 0.04
H 0.810 5.283 1.528 0.04
H -0.764 1.343 1.114 -0.01
H -2.125 1.948 3.380 0.04
H -2.287 0.560 4.481 0.03
H -1.258 1.935 4.944 0.02
H -0.086 -2.113 2.890 0.03
H -0.885 -1.654 4.410 0.04
H -1.784 -1.546 2.875 0.02
H 2.303 0.187 3.725 0.03
H 1.507 0.999 5.106 0.02
H 1.338 -0.761 4.875 0.03

=====

4.
92
Properties=species:S:1:pos:R:3:lowdin_charge:R:1 method="wB97M-V/def2-TZVPD" orbital_gap_ev=9.7307 total_energy_ha=-3866.7680 smiles="CCOC[C@H]1CC(=O)N[C@@H]1C[C@H](C)I.CCOS(C)(=O)=O.CCOS(C)(=O)=O.CCOS(C)(=O)=O.CCOS(C)(=O)=O" e_homo_ev=-9.429 fmax_ev_per_a=1.1
C 5.010 -4.935 -2.327 -0.06
C 3.803 -4.890 -1.377 -0.25
O 2.807 -5.868 -1.631 -0.13
C 3.239 -7.207 -1.595 -0.19
C 3.949 -7.608 -0.321 -0.27
C 3.175 -7.409 0.985 -0.04
C 3.701 -8.507 1.893 -0.42
O 3.447 -8.656 3.068 0.09
N 4.600 -9.349 1.166 0.10
C 4.325 -9.096 -0.251 -0.30
C 5.412 -9.515 -1.252 -0.25
C 6.170 -10.798 -0.912 -0.76
C 7.225 -10.675 0.184 -0.18
I 7.128 -11.484 -2.726 0.80
H 4.862 -5.640 -3.143 0.07
H 5.187 -3.944 -2.747 0.07
H 5.925 -5.209 -1.795 0.07
H 4.131 -4.941 -0.331 0.11
H 3.304 -3.933 -1.485 0.10
H 3.870 -7.446 -2.461 0.12
H 2.332 -7.814 -1.689 0.14
H 4.903 -7.077 -0.204 0.14
H 2.088 -7.377 0.911 0.14
H 3.463 -6.472 1.471 0.13
H 5.546 -9.121 1.451 0.12
H 3.427 -9.679 -0.486 0.16
H 4.896 -9.675 -2.200 0.08
H 6.114 -8.691 -1.417 0.12
H 5.453 -11.581 -0.669 0.08
H 7.979 -11.457 0.101 0.05
H 6.753 -10.803 1.160 0.07
H 7.716 -9.702 0.140 0.08
O 2.349 -2.046 -0.086 -0.28
S 2.572 -0.714 0.396 0.57
O 3.912 -0.214 0.455 -0.28
O 1.893 -0.578 1.826 -0.26
C 2.170 -1.614 2.796 -0.25
C 3.529 -1.455 3.443 -0.07
C 1.547 0.425 -0.459 -0.12
H 2.061 -2.587 2.314 0.11
H 1.373 -1.512 3.529 0.12
H 4.334 -1.627 2.730 0.07
H 3.630 -2.173 4.258 0.08
H 3.645 -0.449 3.845 0.08
H 0.526 0.056 -0.461 0.07
H 1.928 0.497 -1.475 0.08
H 1.610 1.391 0.035 0.08
O -1.215 2.036 -1.343 -0.29
S -2.314 2.227 -0.441 0.56
O -2.446 1.360 0.689 -0.27
O -3.660 2.231 -1.276 -0.26
C -3.888 1.131 -2.190 -0.24
C -4.355 -0.123 -1.482 -0.07
C -2.367 3.899 0.092 -0.12
H -2.979 0.958 -2.767 0.11
H -4.652 1.504 -2.868 0.12
H -3.571 -0.544 -0.854 0.07
H -4.644 -0.870 -2.221 0.08
H -5.214 0.095 -0.848 0.09
H -2.298 4.545 -0.779 0.07
H -1.514 4.047 0.750 0.08
H -3.298 4.067 0.628 0.06
O -7.825 5.531 0.218 -0.27
S -6.751 6.269 0.810 0.57
O -5.417 5.748 0.721 -0.30
O -7.099 6.544 2.334 -0.26
C -7.550 5.421 3.129 -0.25
C -6.412 4.522 3.566 -0.07
C -6.750 7.931 0.255 -0.12
H -8.307 4.873 2.567 0.11
H -8.036 5.881 3.987 0.12
H -5.968 4.000 2.720 0.07
H -6.786 3.780 4.271 0.08
H -5.630 5.105 4.053 0.08
H -7.748 8.346 0.362 0.08
H -6.451 7.919 -0.789 0.08
H -6.029 8.494 0.838 0.06
O -4.457 9.806 -0.677 -0.29
S -3.066 9.645 -0.364 0.57
O -2.471 10.493 0.619 -0.27
O -2.234 9.715 -1.712 -0.26
C -2.483 10.837 -2.595 -0.25
C -1.802 12.105 -2.128 -0.07
C -2.740 7.961 0.028 -0.12
H -3.561 10.969 -2.700 0.11
H -2.089 10.511 -3.555 0.12
H -2.240 12.477 -1.203 0.07
H -1.905 12.874 -2.893 0.08
H -0.742 11.926 -1.951 0.09
H -3.173 7.330 -0.744 0.07
H -3.214 7.762 0.987 0.08
H -1.665 7.826 0.099 0.08

=====

5.
80
Properties=species:S:1:pos:R:3:lowdin_charge:R:1 method="wB97M-V/def2-TZVPD" orbital_gap_ev="5.6094 / 5.6107" total_charge=+3 total_energy_ha=-2643.8832 e_homo_ev="-14.682 / -14.682" fmax_ev_per_a=3.1
In 0.606 0.528 -1.262 0.69
P 0.016 1.028 1.315 0.79
P 3.043 1.394 -0.435 0.79
P -2.757 -3.935 0.875 0.87
H 1.268 -1.975 -2.474 0.06
C 0.223 -1.661 -2.377 -0.15
C -0.222 -0.466 -3.006 -0.21
H 0.303 -0.012 -3.856 0.11
C 0.536 -0.211 2.556 -0.24
C 0.519 2.604 2.126 -0.23
C -1.797 1.065 1.547 -0.24
C 4.403 1.251 -1.645 -0.23
C 3.172 3.155 0.072 -0.22
C 3.662 0.467 1.028 -0.22
C -3.574 -5.460 0.398 -0.19
C -3.898 -2.577 0.634 -0.20
C -2.185 -4.046 2.575 -0.19
H -0.507 -2.485 -2.384 0.07
H -1.301 -0.390 -3.143 0.05
H 0.132 0.095 3.532 0.08
H 1.629 -0.267 2.632 0.04
H 0.147 -1.203 2.283 0.00
H -0.157 2.792 2.974 0.08
H 0.459 3.452 1.426 0.03
H 1.546 2.522 2.511 0.05
H -2.005 1.537 2.520 0.08
H -2.186 0.036 1.543 0.04
H -2.294 1.641 0.749 0.02
H 4.745 2.256 -1.935 0.07
H 4.045 0.729 -2.543 0.05
H 5.241 0.681 -1.222 0.07
H 4.206 3.366 0.377 0.09
H 2.529 3.398 0.923 0.01
H 2.895 3.808 -0.769 0.05
H 4.749 0.609 1.102 0.08
H 3.451 -0.609 0.923 0.04
H 3.191 0.814 1.956 0.04
H -3.820 -6.014 1.314 0.07
H -2.919 -6.076 -0.225 0.07
H -4.487 -5.229 -0.158 0.07
H -4.681 -2.628 1.414 0.09
H -4.381 -2.682 -0.347 0.07
H -3.377 -1.607 0.683 0.02
H -2.628 -4.941 3.039 0.07
H -2.464 -3.141 3.136 0.07
H -1.089 -4.126 2.558 0.04
C 2.049 -3.070 0.341 -0.71
C 2.430 -3.844 1.463 -0.12
C 3.756 -4.203 1.654 -0.06
C 4.707 -3.889 0.681 -0.06
C 4.346 -3.127 -0.431 -0.08
C 3.068 -2.581 -0.544 -0.15
S 0.392 -2.878 0.115 0.71
H -1.563 -3.797 0.094 -0.09
H 1.639 -4.168 2.129 0.09
H 4.023 -4.760 2.543 0.12
H 5.724 -4.254 0.803 0.12
H 5.075 -2.980 -1.238 0.12
H 2.810 -1.855 -1.328 0.06
C -0.248 4.946 -1.734 -0.03
N -1.467 4.210 -1.379 -0.13
C -2.023 4.598 -0.073 -0.01
C -1.493 2.864 -1.657 -0.41
N -0.415 2.286 -2.146 0.05
N -2.660 2.208 -1.365 -0.16
C -3.920 2.914 -1.614 -0.02
C -2.795 0.787 -1.682 -0.06
H -0.354 5.971 -1.389 0.11
H -0.123 4.929 -2.826 0.11
H 0.659 4.532 -1.261 0.08
H -1.848 5.672 0.054 0.11
H -3.103 4.422 -0.061 0.08
H -1.552 4.059 0.767 0.08
H 0.232 2.959 -2.564 0.07
H -4.449 2.418 -2.436 0.11
H -4.552 2.852 -0.722 0.11
H -3.748 3.959 -1.886 0.10
H -2.092 0.186 -1.065 0.05
H -3.824 0.484 -1.415 0.12
H -2.668 0.660 -2.770 0.10